(1)
ORCA calculation (wB97M-V/def2-TZVPD) on C14H16ClN4OPdS2 as an isolated structure in a non-equilibrium geometry.

The geometry in XYZ format:
```
39
Properties=species:S:1:pos:R:3:forces:R:3:mulliken_charge:R:1
Pd 0.178 0.070 0.401 0.781 -0.366 0.001 0.204
O 0.011 1.526 -1.234 -0.261 0.190 0.195 -0.794
N 1.098 2.215 -1.521 0.341 0.208 -0.144 0.473
C 0.949 3.289 -2.331 -0.005 -0.048 0.048 -0.181
C 2.011 4.065 -2.696 0.044 0.216 -0.159 -0.671
C 3.286 3.742 -2.226 -0.028 -0.339 0.251 -0.145
C 3.429 2.640 -1.414 0.149 0.535 -0.392 -0.805
C 2.330 1.855 -1.051 -0.302 -0.713 0.440 0.577
S 2.494 0.485 -0.016 0.433 0.242 -0.468 -0.485
H -0.068 3.462 -2.649 -0.013 -0.021 0.037 0.400
H 1.850 4.916 -3.342 -0.045 -0.020 0.010 0.380
H 4.144 4.345 -2.490 0.002 0.002 -0.018 0.377
H 4.396 2.352 -1.029 -0.016 -0.050 0.026 0.393
Cl 2.212 -4.756 -1.564 -0.017 0.006 -0.032 -0.217
C 1.679 -3.957 -0.125 0.175 -0.304 -0.042 0.119
C 2.028 -4.458 1.118 -0.203 0.335 0.047 -0.224
C 1.576 -3.760 2.229 0.224 -0.386 -0.035 -0.822
C 0.822 -2.619 2.052 -0.255 0.348 -0.013 -0.097
N 0.476 -2.151 0.848 0.599 -0.335 -0.023 0.048
C 0.911 -2.816 -0.230 -0.321 0.205 0.191 -0.370
H 2.635 -5.348 1.207 0.003 -0.013 -0.012 0.440
H 1.821 -4.099 3.226 -0.009 0.039 0.005 0.387
H 0.483 -2.026 2.894 -0.003 0.017 -0.006 0.338
H 0.629 -2.413 -1.192 0.076 -0.013 -0.068 0.490
C -2.470 2.199 0.705 0.055 -0.050 -0.029 -1.038
N -2.440 0.763 0.552 -0.355 -0.170 0.149 0.278
C -3.651 0.086 0.104 0.063 0.023 0.067 -0.698
C -3.311 -1.378 0.352 0.107 -0.029 0.015 -0.569
N -2.401 -1.262 1.487 -0.252 -0.033 -0.181 -0.207
C -1.756 -0.041 1.452 -0.824 0.612 0.375 -0.010
S -0.708 0.529 2.668 -0.250 -0.074 -0.246 -0.194
H -2.945 2.629 -0.175 0.017 0.013 -0.009 0.375
H -1.454 2.577 0.776 0.015 0.026 0.006 0.245
H -3.024 2.490 1.606 -0.012 0.004 -0.002 0.371
H -3.852 0.306 -0.943 -0.033 0.007 0.002 0.366
H -4.511 0.399 0.710 0.001 -0.003 -0.005 0.343
H -2.825 -1.824 -0.523 0.004 0.026 0.002 0.245
H -4.184 -1.971 0.621 -0.005 -0.015 -0.061 0.354
H -1.849 -2.059 1.741 0.120 -0.071 0.077 0.325
```
Forces are in eV/Å.

Calculated values
Relative energy (zero: lowest compared OMol25 entry of this formula, charge and spin) (kcal/mol): 16.09
F_max (hartree/bohr): 0.021
HOMO-LUMO gap (spin up / spin down) (eV): 7.1 / 6.6
Multiplicity: 2
LUMO energy (spin up / spin down) (eV): 0.2 / -0.1



(2)
ORCA calculation (wB97M-V/def2-TZVPD) on C14H16F3NO3RhS3 as an isolated structure.

The geometry in XYZ format:
```
41
Properties=species:S:1:pos:R:3:forces:R:3:mulliken_charge:R:1
Rh -0.860 -0.755 -0.259 -0.261 0.407 0.008 0.033
C 3.242 1.251 1.538 -0.028 -0.046 -0.034 -1.472
C 2.395 0.746 0.376 0.049 0.270 -0.206 1.875
C 3.160 0.818 -0.945 -0.044 -0.039 0.079 -1.832
O 2.079 -0.621 0.555 0.303 -0.095 0.077 -0.514
C 1.141 1.650 0.197 0.112 -0.104 0.392 0.151
O 1.249 2.838 0.492 0.018 0.027 -0.151 -0.702
O 0.076 1.146 -0.306 -0.209 -0.350 -0.003 -0.462
H 4.163 0.666 1.594 -0.001 -0.016 0.007 0.396
H 2.693 1.136 2.476 0.006 0.019 0.013 0.242
H 3.477 2.306 1.415 0.001 0.002 -0.004 0.330
H 4.081 0.238 -0.862 0.012 -0.010 -0.015 0.436
H 3.400 1.853 -1.189 0.007 0.021 0.006 0.341
H 2.545 0.394 -1.739 0.002 0.002 -0.013 0.325
H 1.713 -0.725 1.443 -0.230 -0.045 -0.054 0.235
C -0.135 -4.238 -3.195 0.036 -0.044 -0.045 -1.487
C -0.558 -2.938 -2.568 0.153 -0.122 0.280 0.436
S -0.230 -2.713 -0.883 0.082 -0.329 -0.079 -0.227
C -1.155 -1.924 -3.227 -0.140 0.362 0.135 0.731
C -1.446 -1.941 -4.697 -0.006 -0.057 -0.111 -1.386
S -1.595 -0.499 -2.365 -0.150 0.118 -0.389 -0.363
H 0.328 -4.880 -2.448 0.000 -0.012 -0.008 0.396
H 0.592 -4.083 -3.996 0.002 -0.010 -0.006 0.308
H -0.985 -4.779 -3.620 -0.003 -0.001 -0.008 0.331
H -1.517 -2.962 -5.074 -0.006 0.006 -0.024 0.343
H -0.658 -1.428 -5.255 0.013 -0.012 0.001 0.264
H -2.383 -1.426 -4.911 -0.011 0.005 -0.005 0.367
F 0.431 0.986 4.369 -0.152 -0.001 0.005 -0.200
C -0.912 1.040 4.460 0.145 -0.035 0.220 0.626
F -1.189 2.030 5.346 0.015 -0.047 -0.032 -0.326
F -1.313 -0.107 5.044 0.028 0.113 -0.057 -0.242
C -1.579 1.288 3.147 -0.366 0.187 -0.180 -0.138
C -2.190 2.502 2.888 0.034 -0.118 -0.030 -0.201
C -2.734 2.749 1.634 -0.005 -0.064 -0.108 -0.755
C -2.634 1.765 0.666 -0.183 0.062 0.112 -0.114
N -2.108 0.574 0.923 0.503 0.011 0.194 -0.497
C -1.550 0.323 2.128 0.320 -0.320 0.003 1.021
S -0.671 -1.172 2.147 -0.034 0.231 0.055 -0.460
H -2.214 3.266 3.653 0.002 -0.003 0.002 0.452
H -3.178 3.705 1.398 -0.010 0.003 -0.019 0.359
H -2.971 1.920 -0.350 -0.004 0.033 -0.006 0.379
```
Forces are in eV/Å.

Calculated values
Relative energy (zero: lowest compared OMol25 entry of this formula, charge and spin) (kcal/mol): 24.95
F_max (hartree/bohr): 0.010
Total charge: -1
HOMO-LUMO gap (spin up / spin down) (eV): 6.7 / 6.7
LUMO energy (spin up / spin down) (eV): 2.2 / 2.3



(3)
ORCA calculation (wB97M-V/def2-TZVPD) on C14H16IN2O2SiTl as an isolated structure in a non-equilibrium geometry.

The geometry in XYZ format:
```
37
Properties=species:S:1:pos:R:3:forces:R:3:mulliken_charge:R:1
Tl -0.575 -1.666 -1.574 -0.353 -0.289 1.088 0.872
N 1.631 -3.054 -1.169 0.011 -0.308 0.167 -0.500
N 2.038 -2.757 0.161 0.202 -0.109 -0.140 -0.167
C 1.099 -2.280 1.125 0.722 -0.206 -0.652 0.440
O 1.431 -2.374 2.288 0.135 -0.032 0.597 -0.724
O 0.060 -1.734 0.648 -0.981 0.228 -0.299 -0.525
H 1.377 -4.045 -1.263 0.015 0.309 0.024 0.198
H 2.415 -2.878 -1.800 -0.280 0.100 0.213 0.239
H 2.725 -3.380 0.571 -0.236 0.037 -0.154 0.261
I -1.192 -5.426 -1.788 -0.109 0.211 0.058 -0.035
C -2.116 -3.584 -1.190 1.113 0.939 -0.632 -1.093
H -2.322 -3.670 -0.130 0.181 0.181 0.081 0.324
H -3.035 -3.489 -1.758 0.051 0.030 -0.090 0.459
C 3.712 2.055 1.439 -0.016 0.065 -0.039 -0.442
C 2.705 1.225 1.900 0.028 0.003 0.057 -0.705
C 1.621 0.941 1.092 -0.064 -0.015 -0.104 -0.208
C 1.537 1.466 -0.199 -0.481 -0.287 -0.330 0.536
C 2.559 2.305 -0.651 -0.193 -0.132 -0.205 -0.418
C 3.633 2.599 0.167 0.175 0.094 0.028 -0.530
Si 0.037 1.106 -1.277 -0.388 -0.759 0.232 0.450
C -1.648 1.413 -0.479 0.447 -0.070 -0.184 0.561
C -2.481 2.435 -0.938 0.274 -0.119 -0.089 -0.636
C -3.759 2.581 -0.431 -0.136 0.046 0.036 -0.581
C -4.219 1.717 0.548 -0.037 0.058 -0.007 -0.396
C -3.388 0.725 1.043 -0.117 -0.034 0.040 -1.009
C -2.113 0.568 0.533 0.102 0.118 -0.032 0.132
H 4.557 2.289 2.068 0.093 -0.012 0.071 0.386
H 2.767 0.789 2.882 -0.028 -0.083 0.157 0.422
H 0.850 0.284 1.457 -0.129 -0.120 0.112 0.217
H 2.508 2.726 -1.645 0.046 0.053 -0.094 0.343
H 4.421 3.248 -0.179 0.058 0.097 -0.106 0.382
H 0.135 1.716 -2.626 0.035 0.028 0.170 -0.197
H -2.120 3.114 -1.697 -0.046 0.076 -0.135 0.328
H -4.406 3.362 -0.801 -0.034 0.105 -0.060 0.374
H -5.225 1.821 0.924 -0.086 0.015 0.075 0.395
H -3.742 0.064 1.820 -0.015 -0.080 0.091 0.419
H -1.475 -0.210 0.926 0.043 -0.142 0.055 0.429
```
Forces are in eV/Å.

Calculated values
F_max (hartree/bohr): 0.031
HOMO-LUMO gap (eV): 7.0
LUMO energy (eV): -1.1



(4)
ORCA calculation (wB97M-V/def2-TZVPD) on an isolated molecule of C14H16N2O2.

The geometry in XYZ format:
```
34
Properties=species:S:1:pos:R:3:forces:R:3:mulliken_charge:R:1
N -1.046 2.139 0.931 -0.202 -0.142 0.001 -0.473
C 0.092 2.646 0.341 0.292 -0.078 -0.162 0.192
C 0.721 3.784 0.834 -0.037 -0.081 -0.093 -0.625
C 1.918 4.224 0.297 0.026 0.053 -0.037 -0.582
C 2.504 3.531 -0.746 0.137 0.054 -0.020 -0.731
C 1.884 2.402 -1.262 -0.126 -0.123 -0.061 -0.393
C 0.684 1.959 -0.737 -0.142 0.089 0.113 1.079
O -0.042 0.891 -1.231 -0.068 0.545 0.300 -0.475
C 0.655 -0.211 -1.756 0.300 -0.516 0.145 -0.645
C 1.510 -0.905 -0.686 0.015 0.354 -0.502 -0.646
O 0.748 -1.259 0.440 -0.476 -0.267 0.311 -0.476
C -0.284 -2.166 0.283 -0.104 0.037 0.168 1.082
C -0.263 -3.234 -0.595 0.131 0.118 0.057 -0.396
C -1.317 -4.136 -0.631 -0.034 -0.105 -0.097 -0.735
C -2.393 -3.973 0.220 0.006 -0.069 0.001 -0.582
C -2.427 -2.905 1.098 0.124 0.037 -0.004 -0.620
C -1.388 -1.981 1.139 0.110 -0.129 -0.299 0.189
N -1.453 -0.858 1.936 0.101 0.194 0.117 -0.475
H -1.644 2.797 1.401 -0.008 -0.043 -0.068 0.215
H -1.519 1.426 0.398 -0.104 0.015 0.103 0.225
H 0.264 4.317 1.656 -0.040 0.039 0.108 0.318
H 2.392 5.107 0.697 0.038 0.069 0.035 0.370
H 3.439 3.865 -1.167 0.076 0.026 -0.031 0.384
H 2.344 1.879 -2.087 0.008 -0.067 -0.074 0.326
H -0.130 -0.891 -2.102 0.164 0.082 -0.050 0.472
H 1.286 0.064 -2.611 -0.070 -0.043 0.059 0.343
H 2.259 -0.207 -0.301 -0.023 -0.152 -0.109 0.470
H 2.024 -1.768 -1.128 -0.021 0.089 0.043 0.347
H 0.579 -3.381 -1.254 0.091 0.017 -0.039 0.329
H -1.286 -4.964 -1.322 0.000 -0.066 -0.057 0.385
H -3.213 -4.676 0.201 -0.068 -0.054 -0.002 0.369
H -3.270 -2.768 1.759 -0.103 0.035 0.055 0.317
H -2.004 -0.929 2.774 0.079 0.005 -0.013 0.215
H -0.586 -0.352 2.029 -0.074 0.076 0.100 0.226
```
Forces are in eV/Å.

Calculated values
Relative energy (zero: lowest compared OMol25 entry of this formula, charge and spin) (kcal/mol): 36.78
F_max (hartree/bohr): 0.012
HOMO-LUMO gap (eV): 8.6
LUMO energy (eV): 0.9
Structure (SMILES): Nc1ccccc1OCCOc1ccccc1N



(5)
ORCA calculation (wB97M-V/def2-TZVPD) on an isolated molecule of C14H16N2O4S2 in a non-equilibrium geometry.

The geometry in XYZ format:
```
38
Properties=species:S:1:pos:R:3:forces:R:3:mulliken_charge:R:1
C 0.432 -4.720 -5.059 0.017 0.260 0.379 -1.429
C 0.404 -4.221 -3.623 -0.053 -0.366 -0.094 -0.259
O 0.661 -2.830 -3.648 0.027 0.174 -0.077 -0.395
C 0.653 -2.136 -2.481 0.023 0.184 0.195 0.681
C 0.447 -2.689 -1.222 -0.004 -0.214 -0.265 -0.564
C 0.468 -1.881 -0.097 0.158 0.225 -0.092 -0.285
C 0.672 -0.516 -0.214 -0.149 -0.474 -0.414 -0.112
N 0.651 0.331 0.925 -0.818 -0.113 0.587 0.152
C 1.931 0.760 1.447 0.463 0.076 0.362 -0.998
S -0.444 -0.068 2.123 -0.199 0.742 0.260 1.369
O -1.633 -0.577 1.516 0.019 0.082 -0.265 -0.630
O 0.167 -0.822 3.183 0.178 0.160 -0.064 -0.720
C -0.795 1.563 2.760 0.227 -0.528 0.030 -0.074
C -0.741 1.873 4.082 -0.042 0.195 0.136 0.037
S -1.173 3.503 4.369 0.054 -0.356 -0.498 -0.310
C -1.430 3.782 2.671 0.227 -0.671 0.222 0.406
C -1.840 5.083 2.100 0.008 0.031 -0.070 0.612
N -2.131 6.049 3.002 -0.085 0.314 0.202 -0.335
O -1.901 5.260 0.903 -0.019 -0.028 -0.187 -0.610
C -1.188 2.645 1.950 -0.195 0.552 -0.007 -1.253
C 0.877 0.042 -1.472 -0.029 -0.127 0.128 -0.462
C 0.876 -0.761 -2.591 0.026 -0.181 -0.075 -0.688
H 0.237 -5.788 -5.084 -0.017 -0.111 -0.023 0.415
H -0.324 -4.204 -5.645 -0.079 0.009 -0.082 0.327
H 1.405 -4.523 -5.502 0.088 -0.022 -0.067 0.330
H -0.579 -4.415 -3.173 0.129 0.038 0.021 0.368
H 1.172 -4.736 -3.028 -0.116 0.084 0.001 0.355
H 0.274 -3.746 -1.099 -0.015 -0.094 -0.026 0.383
H 0.311 -2.308 0.881 0.004 -0.156 0.032 0.401
H 2.552 1.116 0.627 -0.075 0.032 0.013 0.379
H 2.445 -0.054 1.969 0.053 0.059 -0.063 0.315
H 1.758 1.573 2.150 0.180 0.081 0.008 0.321
H -0.469 1.223 4.889 0.091 -0.172 0.182 0.539
H -2.095 5.893 3.993 -0.060 0.078 -0.044 0.147
H -2.422 6.949 2.657 0.024 -0.048 0.017 0.226
H -1.291 2.589 0.882 -0.035 0.087 -0.236 0.489
H 1.033 1.106 -1.564 -0.021 0.140 -0.017 0.457
H 1.033 -0.345 -3.574 0.017 0.058 -0.112 0.415
```
Forces are in eV/Å.

Calculated values
Relative energy (zero: lowest compared OMol25 entry of this formula, charge and spin) (kcal/mol): 1.65
F_max (hartree/bohr): 0.020
HOMO-LUMO gap (eV): 8.5
LUMO energy (eV): 0.1
Structure (SMILES): CCOc1ccc(N(C)S(=O)(=O)c2csc(C(N)=O)c2)cc1



(6)
ORCA calculation (wB97M-V/def2-TZVPD) on a 2-piece molecular cluster, C14H16N3O2 overall in a non-equilibrium geometry.

The geometry in XYZ format:
```
35
Properties=species:S:1:pos:R:3:forces:R:3:mulliken_charge:R:1
C -2.415 -0.901 -2.172 -0.182 0.116 0.089 -0.925
C -1.058 -1.486 -2.259 1.305 -0.505 0.060 0.430
N -0.509 -1.844 -3.423 0.092 -0.211 -0.930 -0.857
C 0.712 -2.369 -3.093 -0.544 0.296 0.364 0.487
C 1.657 -2.915 -4.092 -0.076 0.004 -0.362 -1.115
C 0.852 -2.297 -1.730 -0.204 0.132 -0.228 -0.488
N -0.270 -1.727 -1.204 -0.378 0.205 1.105 -0.260
H -2.682 -0.704 -1.136 0.006 0.015 0.118 0.174
H -2.464 0.032 -2.731 -0.130 0.154 -0.087 0.237
H -3.146 -1.588 -2.593 -0.179 -0.012 -0.067 0.248
H 2.567 -3.296 -3.632 0.048 -0.007 0.110 0.274
H 1.188 -3.725 -4.650 0.038 -0.167 -0.170 0.239
H 1.931 -2.144 -4.812 0.147 0.048 -0.201 0.237
H 1.687 -2.641 -1.141 0.102 0.006 0.270 0.360
C 0.846 4.933 1.568 0.178 0.347 -0.014 -1.389
C 0.460 3.499 1.679 -0.022 -0.218 -0.018 0.971
C -0.873 3.120 1.688 0.021 0.033 0.013 -0.537
C -1.235 1.793 1.766 -0.007 -0.240 0.006 -0.674
C -0.276 0.785 1.837 0.226 0.107 -0.076 1.171
C -0.686 -0.612 1.925 -0.106 -0.648 0.168 -0.059
C 0.121 -1.662 2.043 -0.119 0.634 0.125 -0.847
N -0.381 -3.002 2.261 -1.032 -1.128 -0.098 0.993
O 0.398 -3.837 2.746 -0.539 1.083 -0.571 -0.608
O -1.561 -3.259 1.984 1.552 0.541 0.473 -0.564
C 1.061 1.172 1.831 -0.100 -0.109 -0.027 -0.587
C 1.417 2.500 1.753 0.000 -0.014 0.015 -0.840
H 1.929 5.056 1.574 0.022 -0.018 0.002 0.345
H 0.471 5.364 0.642 -0.051 0.075 -0.054 0.307
H 0.443 5.514 2.396 -0.062 0.085 0.045 0.318
H -1.631 3.881 1.623 -0.263 0.175 -0.018 0.384
H -2.277 1.524 1.763 -0.263 -0.087 -0.019 0.345
H -1.742 -0.805 1.935 -0.383 -0.071 -0.076 0.286
H 1.185 -1.555 2.035 0.319 -0.519 0.074 0.392
H 1.827 0.421 1.877 0.255 -0.145 -0.011 0.263
H 2.457 2.773 1.740 0.328 0.043 -0.007 0.289
```
Forces are in eV/Å.

Calculated values
Relative energy (zero: lowest compared OMol25 entry of this formula, charge and spin) (kcal/mol): 0.00
F_max (hartree/bohr): 0.033
Total charge: -1
HOMO-LUMO gap (eV): 5.0
LUMO energy (eV): 2.1



Which formula does entry 5 have? C14H16N2O4S2



Which of these has the highest F_max? C14H16N3O2